A structure of composition C40H58N4P2SSi2V. Source: the OMol25 dataset; level of theory: the ωB97M-V functional and the def2-TZVPD basis.

Output
LUMO (alpha / beta) (Ha): -0.2213 / -0.1925
Energy (hartree): -4381.65338
Maximum force (hartree/bohr): 0.0126
2S+1: 2
<S²>: 0.8035
Gap between HOMO and LUMO (alpha / beta) (eV): 7.99 / 8.92
E_HOMO (alpha / beta) (Eh): -0.5150 / -0.5203
Charge: +2

```
108
Properties=species:S:1:pos:R:3:lowdin_charge:R:1
V 0.994 0.169 -1.114 0.52
C 0.068 -3.501 -3.952 -0.16
Si -0.061 -1.686 -3.588 0.39
C 1.272 -0.695 -4.441 -0.15
C -1.757 -1.015 -3.964 -0.15
N 0.254 -1.408 -1.861 -0.31
P -0.278 -1.881 -0.385 0.79
C 0.500 -0.577 0.504 -0.39
P 2.187 -0.506 0.988 0.78
N 2.762 -0.037 -0.472 -0.31
Si 4.321 0.459 -1.191 0.40
C 5.515 0.841 0.189 -0.15
C 4.875 -0.961 -2.278 -0.16
C 3.944 1.969 -2.218 -0.16
C 2.491 0.750 2.226 -0.29
C 2.637 0.424 3.572 -0.05
C 2.836 1.430 4.506 -0.05
C 2.900 2.755 4.099 -0.05
C 2.765 3.082 2.755 -0.06
C 2.561 2.082 1.819 -0.10
C 2.843 -2.064 1.567 -0.30
C 4.029 -2.568 1.039 -0.07
C 4.554 -3.751 1.535 -0.05
C 3.897 -4.428 2.552 -0.05
C 2.707 -3.934 3.070 -0.05
C 2.176 -2.754 2.579 -0.10
C 0.207 -3.557 -0.014 -0.30
C -0.535 -4.307 0.899 -0.07
C -0.138 -5.598 1.206 -0.05
C 0.994 -6.135 0.607 -0.05
C 1.737 -5.385 -0.296 -0.05
C 1.345 -4.095 -0.610 -0.08
C -2.055 -1.786 -0.203 -0.30
C -2.631 -0.751 0.529 -0.08
C -4.012 -0.665 0.626 -0.07
C -4.813 -1.598 -0.017 -0.04
C -4.238 -2.632 -0.746 -0.05
C -2.861 -2.734 -0.834 -0.08
H -0.227 -3.696 -4.984 0.05
H -0.585 -4.092 -3.308 0.03
H 1.086 -3.868 -3.825 0.04
H 1.016 -0.526 -5.488 0.05
H 2.229 -1.218 -4.417 0.04
H 1.414 0.297 -3.998 0.00
H -1.958 -1.048 -5.035 0.05
H -1.833 0.026 -3.640 0.01
H -2.539 -1.581 -3.459 0.03
H 5.383 0.199 1.061 0.03
H 5.414 1.874 0.523 0.04
H 6.539 0.710 -0.161 0.05
H 4.197 -1.814 -2.200 0.02
H 5.874 -1.305 -2.013 0.04
H 4.906 -0.658 -3.325 0.04
H 3.779 2.853 -1.600 0.04
H 3.062 1.832 -2.853 0.01
H 4.776 2.187 -2.888 0.05
H 2.611 -0.609 3.895 0.10
H 2.954 1.177 5.550 0.12
H 3.070 3.534 4.828 0.12
H 2.834 4.113 2.438 0.12
H 2.471 2.338 0.766 0.09
H 4.539 -2.054 0.236 0.08
H 5.477 -4.142 1.129 0.12
H 4.312 -5.348 2.941 0.12
H 2.192 -4.470 3.855 0.12
H 1.242 -2.374 2.978 0.12
H -1.423 -3.889 1.358 0.11
H -0.716 -6.188 1.903 0.12
H 1.296 -7.146 0.841 0.12
H 2.615 -5.810 -0.760 0.12
H 1.915 -3.506 -1.318 0.10
H -1.993 -0.039 1.039 0.07
H -4.468 0.114 1.225 0.11
H -5.888 -1.532 0.065 0.12
H -4.865 -3.366 -1.232 0.12
H -2.414 -3.557 -1.381 0.12
C -6.061 5.539 -0.456 -0.10
C -5.670 4.110 -0.801 -0.27
C -4.255 4.017 -1.360 -0.20
C -3.890 2.579 -1.709 -0.16
N -2.476 2.393 -2.029 0.03
C -1.488 2.413 -1.143 -0.70
S 0.142 2.301 -1.764 0.73
N -1.761 2.551 0.140 0.06
C -0.820 2.731 1.245 -0.20
C -1.263 3.877 2.147 -0.17
C -2.667 3.705 2.731 -0.25
C -2.860 2.396 3.488 -0.09
H -7.073 5.581 -0.059 0.08
H -6.022 6.179 -1.337 0.08
H -5.389 5.961 0.292 0.07
H -6.374 3.698 -1.529 0.12
H -5.748 3.480 0.092 0.11
H -3.545 4.426 -0.631 0.11
H -4.160 4.637 -2.254 0.13
H -4.454 2.245 -2.580 0.14
H -4.156 1.894 -0.896 0.11
H -2.202 2.296 -2.994 0.12
H -2.737 2.641 0.391 0.11
H 0.165 2.921 0.823 0.07
H -0.761 1.795 1.808 0.10
H -1.199 4.816 1.595 0.12
H -0.539 3.937 2.963 0.12
H -3.425 3.791 1.942 0.09
H -2.865 4.548 3.394 0.12
H -2.861 1.529 2.821 0.05
H -3.807 2.392 4.025 0.08
H -2.062 2.249 4.218 0.09
```



A structure of composition C40H59As3BrN2O4Ti in a non-equilibrium geometry. Source: the OMol25 dataset; level of theory: the ωB97M-V functional and the def2-TZVPD basis.

Output
LUMO (alpha / beta) (Ha): 0.1521 / 0.1520
Energy (hartree): -12100.94580
Maximum force (hartree/bohr): 0.0262
2S+1: 2
<S²>: 0.7897
Gap between HOMO and LUMO (alpha / beta) (eV): 3.88 / 5.89
E_HOMO (alpha / beta) (Eh): 0.0094 / -0.0642
Charge: -2

```
110
Properties=species:S:1:pos:R:3:lowdin_charge:R:1
Ti 0.711 -0.487 0.530 0.94
O -0.116 -3.870 -2.183 0.04
C 0.241 -3.270 -3.343 -0.27
C 0.248 -4.021 -4.511 -0.04
C 0.604 -3.450 -5.725 -0.13
C 0.961 -2.107 -5.776 -0.13
C 0.949 -1.348 -4.622 -0.04
C 0.581 -1.897 -3.386 -0.08
C 0.580 -1.083 -2.172 -0.45
O 0.228 -1.610 -1.006 -0.22
N 0.955 0.170 -2.277 0.07
N 1.030 0.787 -1.073 -0.14
C 1.684 1.948 -1.039 -0.12
C 2.023 2.611 0.166 -0.20
C 2.800 3.789 0.136 -0.08
C 3.182 4.441 1.291 -0.15
C 2.797 3.934 2.528 -0.14
C 2.022 2.779 2.593 -0.04
C 1.626 2.095 1.446 -0.35
O 0.858 1.021 1.542 -0.28
H -0.028 -3.167 -1.485 0.07
H -0.042 -5.064 -4.456 0.10
H 0.603 -4.055 -6.623 0.08
H 1.242 -1.659 -6.722 0.08
H 1.216 -0.301 -4.631 0.10
H 2.052 2.356 -1.981 0.11
H 3.098 4.171 -0.835 0.10
H 3.786 5.340 1.233 0.08
H 3.092 4.430 3.445 0.08
H 1.721 2.378 3.554 0.11
C 2.713 -1.726 6.240 -0.06
C 2.703 -3.059 5.473 -0.56
C 1.459 -3.863 5.879 -0.06
C 3.940 -3.862 5.888 -0.08
C 2.669 -2.736 3.980 -0.20
C 1.556 -2.057 3.443 -0.08
C 1.543 -1.616 2.142 -0.13
Br -1.795 -0.629 2.866 0.52
C 2.695 -1.815 1.342 -0.36
O 2.585 -1.141 0.200 -0.19
C 3.756 -2.629 1.776 -0.11
C 3.709 -3.039 3.119 -0.02
C 4.912 -3.133 0.906 -0.55
C 4.925 -4.672 0.914 -0.06
C 6.268 -2.631 1.427 -0.06
C 4.766 -2.680 -0.550 -0.06
H 2.723 -1.889 7.323 0.07
H 1.832 -1.138 5.984 0.08
H 3.592 -1.142 5.962 0.09
H 1.484 -4.109 6.946 0.07
H 1.409 -4.793 5.310 0.08
H 0.549 -3.298 5.682 0.07
H 3.925 -4.046 6.966 0.07
H 4.855 -3.319 5.649 0.08
H 3.964 -4.828 5.380 0.08
H 0.696 -1.870 4.082 0.06
H 4.548 -3.618 3.489 0.08
H 5.059 -5.066 1.923 0.07
H 5.740 -5.051 0.289 0.07
H 3.979 -5.052 0.524 0.09
H 6.458 -2.971 2.446 0.07
H 6.293 -1.540 1.420 0.09
H 7.076 -3.001 0.787 0.07
H 3.799 -2.981 -0.949 0.09
H 5.561 -3.121 -1.163 0.07
H 4.815 -1.596 -0.621 0.08
C -3.773 -1.254 -2.516 -0.32
As -2.633 0.341 -2.203 1.17
C -2.612 0.846 -4.114 -0.33
C -4.222 1.436 -1.655 -0.36
C -4.002 2.891 -1.215 -0.68
C -2.976 3.554 -2.149 -0.10
C -3.514 3.014 0.243 -0.36
As -1.646 2.400 0.778 1.19
C -1.996 2.850 2.672 -0.35
C -0.807 4.162 0.416 -0.31
C -5.312 3.690 -1.378 -0.40
As -6.946 3.510 -0.267 1.10
C -6.364 4.323 1.436 -0.36
C -6.992 1.643 0.356 -0.36
H -4.590 -1.013 -3.201 0.01
H -4.192 -1.618 -1.578 0.01
H -3.171 -2.053 -2.952 0.01
H -3.609 1.101 -4.485 0.01
H -2.231 -0.004 -4.679 0.01
H -1.938 1.685 -4.285 0.01
H -4.680 0.873 -0.838 0.05
H -4.926 1.416 -2.496 0.07
H -2.032 3.007 -2.110 0.05
H -2.794 4.588 -1.846 0.08
H -3.337 3.550 -3.181 0.08
H -4.186 2.428 0.878 0.04
H -3.611 4.065 0.538 0.06
H -2.226 3.911 2.794 0.02
H -1.100 2.609 3.244 0.01
H -2.810 2.239 3.059 -0.02
H -1.540 4.969 0.506 0.01
H -0.361 4.195 -0.576 0.01
H -0.014 4.321 1.146 0.01
H -5.667 3.561 -2.407 0.05
H -5.077 4.758 -1.279 0.06
H -5.917 5.299 1.245 0.01
H -5.642 3.701 1.960 0.00
H -7.232 4.472 2.080 0.00
H -7.101 0.965 -0.489 0.01
H -7.861 1.519 1.004 0.01
H -6.099 1.374 0.917 0.01
C -1.186 -1.294 1.125 -0.69
H -1.170 -2.379 1.256 -0.01
H -2.028 -1.054 0.470 -0.06
```



A structure of composition C40H59N2P2Si3Tl in a non-equilibrium geometry. Source: the OMol25 dataset; level of theory: the ωB97M-V functional and the def2-TZVPD basis.

Output
LUMO (Ha): -0.0061
Energy (hartree): -3392.89047
Maximum force (hartree/bohr): 0.0372
Gap between HOMO and LUMO (eV): 7.15
E_HOMO (Eh): -0.2690

```
107
Properties=species:S:1:pos:R:3:lowdin_charge:R:1
Tl -0.017 -0.118 0.944 0.84
C -3.469 -1.807 0.346 -0.18
Si -2.537 -2.042 -1.306 0.36
C -3.293 -0.813 -2.567 -0.16
C -2.855 -3.825 -1.941 -0.18
N -0.904 -1.755 -0.861 -0.30
P 0.525 -1.471 -1.554 0.60
C 1.303 0.037 -1.112 -0.47
P 0.381 1.475 -1.521 0.63
N -0.895 1.719 -0.562 -0.32
Si -1.943 3.034 -0.172 0.37
C -1.856 4.668 -1.162 -0.16
C -1.470 3.479 1.625 -0.17
C -3.737 2.363 -0.209 -0.17
C -0.001 1.618 -3.289 -0.29
C 1.005 1.356 -4.213 -0.09
C 0.734 1.428 -5.565 -0.07
C -0.535 1.782 -6.000 -0.08
C -1.534 2.055 -5.080 -0.08
C -1.271 1.961 -3.726 -0.09
C 1.607 2.798 -1.248 -0.28
C 2.553 2.612 -0.248 -0.10
C 3.428 3.627 0.087 -0.08
C 3.344 4.848 -0.564 -0.09
C 2.395 5.043 -1.554 -0.08
C 1.532 4.020 -1.899 -0.10
C 1.645 -2.713 -0.802 -0.30
C 2.571 -2.390 0.182 -0.12
C 3.356 -3.373 0.759 -0.08
C 3.216 -4.692 0.360 -0.09
C 2.293 -5.024 -0.620 -0.08
C 1.506 -4.040 -1.187 -0.08
C 0.759 -1.877 -3.316 -0.29
C -0.256 -2.186 -4.205 -0.08
C 0.047 -2.544 -5.509 -0.07
C 1.366 -2.621 -5.923 -0.08
C 2.385 -2.282 -5.045 -0.08
C 2.082 -1.908 -3.750 -0.09
H -4.527 -1.632 0.183 0.03
H -3.069 -0.947 0.883 -0.01
H -3.375 -2.677 0.987 0.01
H -4.212 -1.194 -3.006 0.03
H -2.610 -0.582 -3.380 0.00
H -3.525 0.127 -2.078 0.00
H -3.850 -3.917 -2.367 0.02
H -2.777 -4.549 -1.135 0.02
H -2.141 -4.115 -2.707 0.00
H -0.832 5.024 -1.215 0.00
H -2.441 5.439 -0.667 0.03
H -2.227 4.577 -2.179 0.02
H -0.469 3.898 1.656 0.03
H -1.476 2.584 2.240 -0.02
H -2.141 4.203 2.072 0.03
H -4.142 2.327 -1.217 0.01
H -4.401 2.986 0.383 0.02
H -3.782 1.356 0.196 0.00
H 1.997 1.103 -3.865 0.11
H 1.517 1.209 -6.278 0.11
H -0.745 1.839 -7.058 0.10
H -2.521 2.342 -5.417 0.11
H -2.036 2.163 -2.992 0.08
H 2.607 1.650 0.249 0.07
H 4.181 3.463 0.847 0.10
H 4.015 5.649 -0.294 0.10
H 2.333 5.992 -2.067 0.10
H 0.798 4.154 -2.681 0.10
H 2.707 -1.353 0.468 0.06
H 4.093 -3.106 1.503 0.10
H 3.825 -5.464 0.806 0.10
H 2.201 -6.048 -0.954 0.10
H 0.781 -4.279 -1.953 0.11
H -1.282 -2.159 -3.880 0.07
H -0.753 -2.782 -6.195 0.10
H 1.601 -2.934 -6.930 0.10
H 3.417 -2.329 -5.362 0.10
H 2.869 -1.637 -3.061 0.11
C -1.778 1.000 4.568 -0.18
Si -0.331 -0.013 3.817 0.74
C 1.356 0.825 4.338 -0.66
C 1.453 2.201 3.669 -0.11
C 1.420 1.030 5.854 -0.09
C 2.561 -0.013 3.899 -0.10
C -0.577 -1.876 4.319 -0.66
C -0.464 -2.067 5.833 -0.09
C -1.985 -2.294 3.889 -0.10
C 0.427 -2.793 3.614 -0.10
H -1.995 0.663 5.577 0.03
H -2.687 0.893 3.986 0.03
H -1.553 2.059 4.618 0.02
H 0.612 2.832 3.947 0.07
H 1.468 2.111 2.582 0.05
H 2.370 2.699 3.985 0.09
H 0.564 1.600 6.203 0.08
H 2.324 1.574 6.120 0.09
H 1.433 0.080 6.379 0.06
H 2.472 -0.309 2.851 0.05
H 2.655 -0.910 4.508 0.07
H 3.478 0.566 4.009 0.09
H -1.191 -1.451 6.357 0.08
H 0.525 -1.805 6.199 0.06
H -0.653 -3.107 6.094 0.09
H -2.743 -1.656 4.338 0.08
H -2.173 -3.319 4.202 0.09
H -2.078 -2.244 2.807 0.05
H 1.440 -2.639 3.980 0.07
H 0.420 -2.631 2.533 0.05
H 0.157 -3.832 3.796 0.09
```



A structure of composition C40H60AsCa2F9O29 in a non-equilibrium geometry. Source: the OMol25 dataset; level of theory: the ωB97M-V functional and the def2-TZVPD basis.

Output
LUMO (Ha): -0.2337
Energy (hartree): -8231.65816
Maximum force (hartree/bohr): 0.1490
Gap between HOMO and LUMO (eV): 7.08
E_HOMO (Eh): -0.4940
Charge: +2

```
141
Properties=species:S:1:pos:R:3:lowdin_charge:R:1
Ca -2.340 4.705 1.513 1.65
Ca 0.522 3.378 -1.480 1.66
As -4.708 2.821 3.726 1.00
F -5.940 2.088 2.622 -0.26
F -5.351 4.532 3.438 -0.30
F -3.326 3.608 4.557 -0.28
F -3.996 1.221 4.143 -0.28
F -3.618 3.027 2.311 -0.40
F -5.822 2.744 5.191 -0.27
C -0.810 1.672 0.632 -0.26
O 0.357 1.547 -0.313 -0.35
O -1.147 3.017 0.338 -0.42
C -1.895 0.481 0.401 -0.52
F -1.380 -0.724 0.547 0.17
F -2.894 0.658 1.210 0.18
F -2.474 0.547 -0.894 0.07
C 1.047 0.307 -0.357 -0.22
C 2.055 0.220 0.795 -0.02
H 2.160 1.230 1.191 0.06
H 1.819 -0.621 1.447 0.07
H 3.095 0.054 0.512 0.08
H 1.688 0.638 -1.174 0.09
H 0.528 -0.572 -0.739 0.11
H -0.411 1.445 1.621 0.15
C -1.081 -2.511 3.956 0.01
C -1.095 -4.054 4.298 -0.30
C -0.126 -5.099 3.720 -0.10
O 0.473 -5.816 4.749 0.13
C 0.205 -5.256 5.851 -0.52
O 0.333 -5.693 6.995 0.14
O -0.664 -4.145 5.638 0.03
H -1.692 -2.198 3.109 0.06
H -0.082 -2.402 3.532 0.06
H -1.295 -2.014 4.902 0.09
H -2.083 -4.505 4.198 0.14
H 0.577 -4.572 3.075 0.12
H -0.671 -5.809 3.099 0.14
C -6.133 -3.236 0.540 0.00
C -6.356 -1.753 0.888 -0.30
C -5.464 -0.651 0.312 -0.07
O -6.338 0.139 -0.449 0.11
C -7.480 -0.285 -0.510 -0.62
O -8.265 0.152 -1.326 0.14
O -7.569 -1.385 0.316 0.08
H -7.002 -3.857 0.757 0.09
H -5.197 -3.536 1.013 0.08
H -5.999 -3.493 -0.511 0.08
H -6.531 -1.561 1.946 0.16
H -4.657 -1.058 -0.296 0.13
H -5.094 0.027 1.082 0.11
C -0.092 -3.243 -1.962 -0.01
C -1.260 -2.759 -2.764 -0.24
C -1.098 -1.373 -3.275 -0.15
O -1.310 -1.401 -4.651 0.05
C -1.213 -2.671 -5.074 -0.59
O -1.092 -2.959 -6.257 0.14
O -1.249 -3.481 -4.075 0.13
H 0.920 -2.923 -2.213 0.09
H -0.153 -4.330 -2.009 0.10
H -0.272 -2.978 -0.921 0.08
H -2.260 -2.626 -2.353 0.16
H -0.124 -0.889 -3.204 0.13
H -1.869 -0.743 -2.832 0.12
C 6.447 -1.246 -4.129 0.01
C 5.187 -0.377 -3.917 -0.41
C 4.363 -0.640 -2.702 -0.06
O 4.194 0.692 -2.103 0.01
C 4.899 1.652 -2.881 -0.44
O 4.895 2.845 -2.753 0.15
O 5.508 0.922 -3.883 0.09
H 6.153 -2.293 -4.062 0.09
H 7.209 -0.997 -3.390 0.10
H 6.795 -1.215 -5.162 0.09
H 4.601 -0.491 -4.829 0.15
H 5.012 -1.170 -2.006 0.13
H 3.451 -1.222 -2.834 0.13
C -4.901 1.834 -3.021 0.02
C -5.062 3.353 -2.654 -0.27
C -6.387 3.716 -2.210 -0.08
O -6.125 4.555 -1.099 0.15
C -4.932 4.273 -0.608 -0.54
O -4.278 4.687 0.326 -0.04
O -4.264 3.626 -1.504 0.11
H -5.810 1.299 -3.297 0.09
H -4.394 1.177 -2.315 0.06
H -4.330 1.618 -3.925 0.07
H -4.750 4.045 -3.436 0.16
H -6.960 2.864 -1.844 0.14
H -7.028 4.168 -2.966 0.16
C -0.991 2.281 -6.934 0.01
C -0.227 1.177 -6.288 -0.29
C 1.278 1.054 -6.468 -0.03
O 1.907 1.070 -5.163 0.15
C 0.997 1.568 -4.378 -0.50
O 1.016 1.733 -3.097 -0.09
O -0.193 1.448 -4.878 0.10
H -1.930 2.359 -6.386 0.10
H -1.152 2.015 -7.979 0.11
H -0.409 3.202 -6.931 0.10
H -0.566 0.163 -6.501 0.15
H 1.610 1.863 -7.119 0.14
H 1.583 0.153 -6.999 0.15
C 0.071 2.193 6.717 0.00
C 0.843 3.241 5.922 -0.34
C 1.676 2.673 4.714 -0.06
O 0.772 2.954 3.695 0.08
C -0.269 3.671 4.084 -0.47
O -1.156 4.000 3.328 -0.03
O -0.031 4.121 5.355 0.13
H -0.836 2.664 7.096 0.10
H 0.571 1.872 7.631 0.10
H -0.197 1.413 6.004 0.09
H 1.503 3.667 6.678 0.16
H 1.817 1.625 4.981 0.14
H 2.617 3.208 4.586 0.13
C 6.642 2.989 1.043 0.02
C 5.435 3.213 1.966 -0.28
C 4.766 4.487 2.348 -0.02
O 3.523 4.561 1.577 0.13
C 3.322 3.488 0.952 -0.52
O 2.428 3.433 0.022 -0.06
O 4.324 2.672 1.250 0.08
H 6.423 3.267 0.012 0.09
H 6.765 1.908 0.974 0.10
H 7.422 3.677 1.369 0.10
H 5.640 2.651 2.877 0.16
H 5.365 5.373 2.138 0.15
H 4.596 4.427 3.423 0.13
C 6.026 -5.757 0.966 -0.01
C 4.568 -5.692 0.426 -0.38
C 3.501 -6.367 1.303 -0.04
O 2.468 -5.438 1.014 0.05
C 2.910 -4.244 0.624 -0.49
O 2.253 -3.209 0.482 0.10
O 4.198 -4.430 0.212 0.09
H 6.765 -5.125 0.472 0.08
H 6.414 -6.757 0.775 0.09
H 6.197 -5.420 1.988 0.08
H 4.545 -6.190 -0.543 0.16
H 3.703 -6.293 2.371 0.14
H 3.201 -7.357 0.960 0.15
```